1.
Molecular formula: C4H6BNO
Method: DFT, the ωB97M-V functional and the def2-TZVPD basis

XYZ file:
```
13
Properties=species:S:1:pos:R:3:forces:R:3:lowdin_charge:R:1
B -1.427740 0.290810 0.138791 0.4 0.5 -1.2 -0.20
C -0.501153 1.330027 -0.128311 1.0 0.8 0.3 -0.04
C 0.911111 1.159640 -0.100401 1.2 0.4 1.3 -0.13
C 1.698846 0.033586 0.054742 1.5 2.3 -0.4 -0.11
C 1.275823 -1.272737 -0.174813 -0.2 -0.3 1.6 -0.33
N -2.539436 -0.494451 0.073820 0.1 -0.4 3.7 0.18
O 0.131729 -1.681058 -0.265096 -2.1 0.5 -0.6 0.00
H -0.696850 2.414114 -0.078602 -0.8 -0.8 -0.1 0.09
H 1.485019 2.123981 0.013933 -0.6 -1.0 -0.3 0.12
H 2.789562 0.205563 0.314590 -1.4 -0.4 -0.7 0.11
H 1.997854 -2.026313 -0.038519 1.7 -1.2 -0.3 0.09
H -2.505656 -0.992796 -0.768204 -0.4 -1.3 -1.2 0.07
H -2.619110 -1.090369 0.958068 -0.3 0.8 -2.0 0.14
```
Forces are in eV/Å.

SMILES: N/B=C/C=C\C=O
HOMO level in eV: -8.06
Energy in eV: -8457.7565
Gap between HOMO and LUMO in eV: 8.25
Relative energy (zero: lowest compared OMol25 entry of this formula, charge and spin) in kcal per mole: 59.08

---

2.
Molecular formula: C4H6Br2O
Method: DFT, the ωB97M-V functional and the def2-TZVPD basis

XYZ file:
```
13
Properties=species:S:1:pos:R:3:forces:R:3:lowdin_charge:R:1
C 1.255601 0.708279 0.100627 -3.2 -2.3 -0.4 -0.64
C -0.671956 -0.430589 -0.183368 3.4 2.3 0.7 -0.52
C 1.176958 2.128166 -0.239699 -0.1 0.4 0.0 -0.25
C -0.806330 -1.756738 0.485339 0.1 -0.1 0.1 -0.41
O -1.529393 -2.592718 -0.394618 -0.3 -0.4 -0.3 -0.08
Br 2.684145 -0.301193 -0.453139 0.3 -0.2 -0.1 0.71
Br -2.043262 0.783041 0.142602 -0.4 0.1 0.0 0.71
H 1.313827 2.682797 0.694086 0.0 0.2 0.0 0.09
H 0.170207 2.368255 -0.587074 0.0 0.0 0.0 0.03
H 1.914489 2.477450 -0.967278 -0.1 -0.1 0.0 0.07
H -1.305306 -1.710282 1.468448 0.2 0.2 -0.2 0.11
H 0.176344 -2.219513 0.602676 0.0 0.1 0.0 0.10
H -2.335327 -2.136956 -0.668599 0.0 -0.1 0.1 0.07
```
Forces are in eV/Å.

HOMO level (alpha / beta) in eV: -8.16 / -8.45
Energy in eV: -146371.5865
Gap between HOMO and LUMO (alpha / beta) in eV: 7.29 / 7.86
Relative energy (zero: lowest compared OMol25 entry of this formula, charge and spin) in kcal per mole: 137.75

---

3.
Molecular formula: C4H6Br2O
Method: DFT, the ωB97M-V functional and the def2-TZVPD basis

XYZ file:
```
13
Properties=species:S:1:pos:R:3:forces:R:3:lowdin_charge:R:1
C 1.003723 -0.886296 0.238528 -2.0 -0.9 0.1 -0.06
C -0.268292 0.001144 0.461431 0.9 0.0 0.4 -0.79
C 0.834047 0.443854 -0.370469 1.7 1.1 -2.1 -0.82
C -1.569835 -0.402929 -0.127109 -0.6 -0.5 0.2 -0.13
O 1.697184 1.450325 0.055964 1.3 -5.0 1.3 -0.03
Br -0.448111 0.960064 2.183099 0.0 -0.5 -0.8 0.73
Br 0.677573 0.619456 -2.431236 -0.2 -0.2 1.4 0.61
H 1.722120 -0.945980 1.011881 0.6 0.1 0.7 0.10
H 0.685294 -1.898144 -0.136021 0.7 1.4 -0.4 0.14
H -2.186951 0.452497 0.142338 -0.8 -0.4 -0.6 0.07
H -1.858364 -1.285628 0.419395 -0.7 -0.2 0.5 0.08
H -1.661468 -0.730920 -1.193205 0.7 0.9 0.7 0.09
H 1.373079 2.222557 -0.254596 -1.7 4.1 -1.5 0.03
```
Forces are in eV/Å.

SMILES: C[C@@]1(Br)C[C@@]1(O)Br
HOMO level in eV: -9.99
Energy in eV: -146376.0200
Gap between HOMO and LUMO in eV: 10.25
Relative energy (zero: lowest compared OMol25 entry of this formula, charge and spin) in kcal per mole: 35.51

---

Which formula does entry 3 have?
C4H6Br2O

---

Which of these has the lowest relative energy (zero: lowest compared OMol25 entry of this formula, charge and spin)?
number 3

---

What is the energy in the third record?
-146376.0200 eV

---

Please write out number 1 again, unchanged.
Molecular formula: C4H6BNO
Method: DFT, the ωB97M-V functional and the def2-TZVPD basis

XYZ file:
```
13
Properties=species:S:1:pos:R:3:forces:R:3:lowdin_charge:R:1
B -1.427740 0.290810 0.138791 0.4 0.5 -1.2 -0.20
C -0.501153 1.330027 -0.128311 1.0 0.8 0.3 -0.04
C 0.911111 1.159640 -0.100401 1.2 0.4 1.3 -0.13
C 1.698846 0.033586 0.054742 1.5 2.3 -0.4 -0.11
C 1.275823 -1.272737 -0.174813 -0.2 -0.3 1.6 -0.33
N -2.539436 -0.494451 0.073820 0.1 -0.4 3.7 0.18
O 0.131729 -1.681058 -0.265096 -2.1 0.5 -0.6 0.00
H -0.696850 2.414114 -0.078602 -0.8 -0.8 -0.1 0.09
H 1.485019 2.123981 0.013933 -0.6 -1.0 -0.3 0.12
H 2.789562 0.205563 0.314590 -1.4 -0.4 -0.7 0.11
H 1.997854 -2.026313 -0.038519 1.7 -1.2 -0.3 0.09
H -2.505656 -0.992796 -0.768204 -0.4 -1.3 -1.2 0.07
H -2.619110 -1.090369 0.958068 -0.3 0.8 -2.0 0.14
```
Forces are in eV/Å.

SMILES: N/B=C/C=C\C=O
HOMO level in eV: -8.06
Energy in eV: -8457.7565
Gap between HOMO and LUMO in eV: 8.25
Relative energy (zero: lowest compared OMol25 entry of this formula, charge and spin) in kcal per mole: 59.08